Formula: C14H30AsNO2SSi3Te4Ti
Source: the Open Molecules 2025 dataset
Level of theory: ωB97M-V/def2-TZVPD

Results
frontier orbital gap: 4.76 eV
HOMO level: -6.81 eV
electronic energy: -168186.33887 eV

Atoms and positions in Å:
Te (2.386396, -4.740540, -0.141057)
Te (-0.037507, -3.621725, -0.245411)
Te (1.476644, -7.391371, -0.230928)
Te (-0.893712, -6.157154, -0.312154)
As (2.520708, 0.820026, -0.821736)
Ti (1.472825, -1.404716, -0.258877)
S (-0.818464, -0.763958, -0.137519)
Si (2.355745, -0.047808, -3.009961)
Si (-2.969188, 0.119826, 2.585813)
Si (0.646325, 2.278628, -0.942174)
O (2.933599, -2.246367, 0.337312)
O (2.759507, -2.231487, -1.078636)
N (0.914506, -1.242608, 1.661904)
C (-0.585786, -0.752454, 3.876829)
C (-4.007548, -1.173437, 3.523848)
C (2.269526, 1.350209, -4.309593)
C (-1.173712, -0.535568, 2.640492)
C (-3.690976, 0.312872, 0.840919)
C (-0.361819, -0.824106, 1.533340)
C (-0.058588, 2.589619, 0.825821)
C (1.348911, 3.979174, -1.445633)
C (1.461046, -1.428776, 2.863152)
C (0.795444, -1.194288, -3.226794)
C (-0.850015, 2.011217, -2.131182)
C (0.725790, -1.208433, 4.008525)
C (-2.957956, 1.808345, 3.477244)
C (3.841788, -1.149142, -3.516893)
H (0.760001, 2.698802, 1.537932)
H (-0.702001, 1.787093, 1.178594)
H (-0.115819, -0.751657, -2.809893)
H (-3.145594, 1.036152, 0.240463)
H (-1.426139, 1.114358, -1.916722)
H (2.490631, -1.783145, 2.868295)
H (-1.166610, -0.557274, 4.766252)
H (1.779900, 3.947305, -2.439990)
H (2.335845, 0.957994, -5.318198)
H (-2.341553, 2.547610, 2.973312)
H (-3.966561, 2.207834, 3.513499)
H (1.164916, -1.374362, 4.978571)
H (-3.996469, -2.134539, 3.016523)
H (0.579226, 4.742964, -1.440823)
H (4.733410, -0.860623, -2.963523)
H (2.128496, 4.285621, -0.755021)
H (-0.513505, 1.945559, -3.162314)
H (-1.536868, 2.851425, -2.070532)
H (-0.645797, 3.502668, 0.851418)
H (3.112655, 2.016224, -4.156296)
H (1.364249, 1.942427, -4.239656)
H (-4.721389, 0.650721, 0.908935)
H (-2.603417, 1.738812, 4.501542)
H (3.652139, -2.198007, -3.297295)
H (0.592626, -1.438571, -4.265370)
H (1.009646, -2.148444, -2.717479)
H (-3.689594, -0.634860, 0.308851)
H (-3.661217, -1.334896, 4.540397)
H (-5.041424, -0.846364, 3.578222)
H (4.066729, -1.066808, -4.576346)

Forces on atoms 1 to 3 (eV/Å):
1.060 -1.822 0.338
-1.072 -0.988 0.017
0.469 -0.053 -0.028

Here are the Mulliken charges for atoms 1 to 4, given in e:
1. Te 0.02
2. Te 0.51
3. Te -0.21
4. Te -0.06



Formula: C14H30BBr2O28S7
Source: the Open Molecules 2025 dataset
Level of theory: ωB97M-V/def2-TZVPD

Results
charge: -1
frontier orbital gap: 6.26 eV
HOMO level: -5.35 eV
electronic energy: -288938.93684 eV

Atoms and positions in Å:
Br (-4.581192, 2.158945, -2.646165)
Br (-7.858742, 2.342927, -2.697168)
S (3.264850, -5.960964, 2.831250)
S (2.933118, 1.159166, -2.943205)
S (-0.181464, -1.126023, -0.656125)
S (8.076702, 4.341804, -5.479044)
S (4.033033, -2.490068, 7.583035)
S (-4.044118, 0.697817, 2.796648)
S (-12.796160, 5.395840, -0.839762)
O (3.198402, -7.001651, 1.591945)
O (-3.813607, 2.083480, 3.065079)
O (-2.729966, 0.092300, 2.067615)
O (2.563714, -3.116297, 7.307637)
O (2.748093, 2.553844, -2.682019)
O (-12.670566, 4.137027, 0.172109)
O (-1.136099, -1.450592, -1.669789)
O (-0.249019, 0.073979, 0.119346)
O (7.518499, 5.840061, -5.738346)
O (4.603208, -2.613494, 6.070794)
O (9.506508, 4.387284, -5.500868)
O (3.888766, -1.103786, 7.899742)
O (1.302938, -1.234097, -1.298031)
O (1.902207, 0.187676, -2.741815)
O (-12.860790, 6.593054, -0.056080)
O (3.511912, 0.994212, -4.450837)
O (4.758187, -3.402595, 8.413793)
O (-4.462619, -0.226416, 3.809666)
O (-11.320074, 5.292039, -1.494843)
O (4.265347, 0.670804, -2.154059)
O (-0.064080, -2.382043, 0.365993)
O (1.821018, -6.308236, 3.477896)
O (-13.761985, 5.079419, -1.846827)
O (7.316632, 3.427342, -6.273584)
O (4.278279, -6.403790, 3.737917)
O (3.221266, -4.630421, 2.305774)
O (-5.062328, 0.571238, 1.546316)
O (7.595632, 4.200157, -3.937147)
C (-4.330418, 0.218551, 0.365144)
C (2.364025, -3.271600, 5.901120)
C (-11.472760, 3.407939, -0.115954)
C (-10.508798, 4.432199, -0.687061)
C (7.250520, 5.492707, -3.434722)
C (2.142590, -7.937264, 1.823402)
C (1.131801, -3.109011, 0.093226)
C (2.101947, -2.087321, -0.477938)
C (5.205070, 0.132743, -3.085142)
C (-3.127246, -0.564401, 0.861516)
C (1.088259, -7.156680, 2.590521)
C (4.931466, 0.855982, -4.393484)
C (3.752725, -3.483611, 5.321075)
C (6.704105, 6.246904, -4.635643)
B (-6.153499, 3.468157, -2.677821)
H (6.755773, 7.327189, -4.502695)
H (-2.309696, -0.573545, 0.140585)
H (0.500131, -6.523277, 1.921047)
H (6.522392, 5.410290, -2.628757)
H (1.911230, -2.353352, 5.517542)
H (8.162087, 5.962232, -3.054367)
H (-3.401946, -1.594232, 1.112576)
H (-6.025607, 4.097827, -3.685209)
H (2.544384, -1.477117, 0.315119)
H (-11.086766, 2.937770, 0.788007)
H (2.895623, -2.549855, -1.064244)
H (1.700529, -4.113002, 5.701137)
H (-6.103571, 4.196920, -1.745362)
H (1.764446, -8.331296, 0.881073)
H (5.298983, 0.304263, -5.257816)
H (-9.720730, 3.972941, -1.281961)
H (0.898673, -3.885374, -0.641618)
H (-10.060045, 5.037530, 0.105732)
H (2.543479, -8.757437, 2.425415)
H (5.671995, 5.956211, -4.848528)
H (0.419531, -7.808151, 3.152273)
H (-11.711651, 2.636721, -0.852883)
H (-4.954563, -0.366996, -0.308827)
H (6.223937, 0.290723, -2.731681)
H (3.800361, -3.246575, 4.259710)
H (4.094451, -4.510008, 5.479891)
H (1.510452, -3.574170, 1.003660)
H (5.368830, 1.858520, -4.389932)
H (5.015849, -0.940350, -3.179934)
H (-4.023860, 1.140391, -0.135063)

Forces on atoms 1 to 3 (eV/Å):
0.386 -0.164 0.032
-0.446 0.009 0.069
-0.139 -0.706 -0.096

Here are the Mulliken charges for atoms 1 to 4, given in e:
1. Br -0.34
2. Br -0.39
3. S 1.08
4. S 1.10



Formula: C14H30BaF12NO10PS2
Source: the Open Molecules 2025 dataset
Level of theory: ωB97M-V/def2-TZVPD

Results
frontier orbital gap: 10.62 eV
HOMO level: -10.69 eV
electronic energy: -101239.43265 eV

Atoms and positions in Å:
Ba (-21.250218, 21.965192, -25.278312)
S (-18.174971, 23.817904, -26.019283)
S (-18.057657, 21.517401, -27.458048)
P (-23.977989, 19.188635, -23.403581)
F (-25.060344, 18.089559, -23.037454)
F (-18.488240, 24.799056, -28.474957)
F (-15.702314, 20.494482, -26.966478)
F (-24.864037, 20.354115, -22.739026)
F (-20.013274, 25.351346, -27.061941)
F (-23.023733, 18.097665, -24.111035)
F (-22.849487, 20.349467, -23.792119)
F (-23.190947, 18.971893, -22.018043)
F (-17.351786, 19.365556, -26.104399)
F (-16.696030, 21.205788, -25.167560)
F (-18.040625, 26.250225, -26.931070)
F (-24.691822, 19.455179, -24.828016)
O (-22.190278, 24.564418, -25.699413)
O (-16.760783, 23.746076, -26.063262)
O (-21.990506, 20.956902, -27.886958)
O (-19.803511, 21.492967, -22.916741)
O (-17.261955, 22.252996, -28.384759)
O (-18.798109, 24.191740, -24.785015)
O (-23.934945, 21.914595, -26.160600)
O (-22.078845, 23.453587, -23.254295)
O (-18.856887, 20.463202, -27.987266)
O (-20.154394, 19.483060, -24.957253)
N (-18.978811, 22.464430, -26.520480)
C (-19.039407, 20.291865, -22.945910)
C (-22.954125, 22.980125, -22.205370)
C (-16.868298, 20.597612, -26.344583)
C (-24.309114, 21.207351, -27.321626)
C (-25.039175, 22.467639, -25.517639)
C (-21.921353, 24.849318, -23.334234)
C (-19.230880, 22.504629, -22.092094)
C (-21.762935, 21.380729, -29.201552)
C (-22.897918, 24.883457, -26.873582)
C (-20.290194, 18.334809, -25.777754)
C (-22.564946, 25.402548, -24.599404)
C (-18.697410, 25.136350, -27.221271)
C (-23.202337, 20.238008, -27.695137)
C (-19.826917, 19.169787, -23.611706)
H (-23.659287, 25.373711, -24.537154)
H (-20.764135, 21.814413, -29.246482)
H (-23.990027, 22.981114, -22.554328)
H (-22.740456, 21.933508, -22.017324)
H (-23.980049, 24.920284, -26.712295)
H (-20.675615, 18.862230, -23.001486)
H (-19.022928, 18.414830, -23.599465)
H (-19.186021, 22.194575, -21.044467)
H (-19.352163, 17.783184, -25.877583)
H (-18.920376, 19.952350, -21.908670)
H (-22.466181, 22.167912, -29.512395)
H (-22.413721, 25.329187, -22.481707)
H (-21.806694, 20.562105, -29.924053)
H (-23.526450, 19.730578, -28.612820)
H (-21.060847, 17.666108, -25.380351)
H (-20.885730, 25.204866, -23.349243)
H (-25.777994, 21.700569, -25.274022)
H (-18.076127, 20.458441, -23.428631)
H (-25.501216, 23.292238, -26.071857)
H (-22.644600, 24.140726, -27.631062)
H (-19.826340, 23.398928, -22.215532)
H (-24.714930, 22.864642, -24.550741)
H (-25.241410, 20.640483, -27.220935)
H (-22.837866, 23.629898, -21.341420)
H (-24.485181, 21.886202, -28.172601)
H (-22.201412, 26.416305, -24.788437)
H (-18.210148, 22.714901, -22.431024)
H (-23.091249, 19.473879, -26.923341)
H (-20.611885, 18.643707, -26.771239)
H (-22.603363, 25.860294, -27.282622)

Forces on atoms 1 to 3 (eV/Å):
-0.531 -0.505 0.126
-0.783 -0.782 0.063
-0.047 -0.069 -0.978

Here are the Mulliken charges for atoms 1 to 4, given in e:
1. Ba 0.55
2. S 0.67
3. S 0.66
4. P 1.49



- Which of these has the lowest electronic energy?
  C14H30BBr2O28S7



- Which of these has the lowest electronic energy?
  C14H30BBr2O28S7